Arrangement i

# S2

S2 as an isolated structure (ωB97M-V/def2-TZVPD, OMol25).

Values from the calculation:
- HOMO: -9.9 eV
- Orbital gap: 5.4 eV

Element x y z (Å)
S  0.94  -0.94  0.32
S  -0.94  0.94  -0.32

---

Arrangement ii

# S2

A single S2 molecule (ωB97M-V/def2-TZVPD, OMol25).

Values from the calculation:
- HOMO: -8.4 eV
- Orbital gap: 5.8 eV

Element x y z (Å)
S  0.00  0.00  0.97
S  0.00  0.00  -0.97

---

Arrangement iii

# S2

A 2-piece molecular cluster, S2 overall (ωB97M-V/def2-TZVPD, OMol25).

Values from the calculation:
- HOMO: -9.6 eV
- Orbital gap: 4.4 eV

Element x y z (Å)
S  0.40  1.60  0.31
S  -0.40  -1.60  -0.31

---

Of them, arrangement iii has the lowest stability.

---

Arrangement i

# C5H8

A single C5H8 molecule (ωB97M-V/def2-TZVPD, OMol25).

Values from the calculation:
- HOMO: -9.3 eV
- Orbital gap: 10.4 eV
- SMILES: CC#CCC

Element x y z (Å)
C  2.47  -0.11  -0.35
C  1.33  0.09  0.53
C  0.19  -0.04  0.91
C  -1.20  -0.44  0.66
C  -1.91  0.59  -0.21
H  3.39  0.41  -0.10
H  2.67  -1.19  -0.42
H  2.14  0.21  -1.35
H  -1.07  -1.38  0.10
H  -1.77  -0.69  1.55
H  -2.30  1.41  0.39
H  -2.73  0.13  -0.77
H  -1.21  1.01  -0.93

---

Arrangement ii

# C5H8

A single C5H8 molecule (ωB97M-V/def2-TZVPD, OMol25).

Values from the calculation:
- HOMO: -8.5 eV
- Orbital gap: 9.5 eV
- SMILES: C=C=CCC

Element x y z (Å)
C  2.31  0.25  -0.96
C  1.30  0.01  -0.16
C  0.55  -0.40  0.81
C  -0.99  -0.44  0.87
C  -1.71  0.25  -0.31
H  2.49  -0.49  -1.73
H  2.96  1.10  -0.85
H  1.49  -0.13  1.43
H  -1.38  -1.47  0.93
H  -1.32  0.02  1.81
H  -1.39  1.29  -0.41
H  -2.80  0.25  -0.17
H  -1.52  -0.25  -1.27

---

Arrangement iii

# C5H8

A single C5H8 molecule (ωB97M-V/def2-TZVPD, OMol25).

Values from the calculation:
- HOMO (spin up / spin down): -7.2 / -7.2 eV
- Orbital gap (spin up / spin down): 7.5 / 7.5 eV
- SMILES: C=CCC=C

Element x y z (Å)
C  -0.42  0.32  1.41
C  -1.06  -0.34  0.35
C  -0.25  -1.15  -0.62
C  0.34  0.13  -1.11
C  1.20  0.86  -0.28
H  0.29  -0.23  2.04
H  -0.86  1.25  1.79
H  -2.13  -0.22  0.16
H  0.47  -1.82  -0.13
H  -0.90  -1.61  -1.38
H  0.04  0.52  -2.09
H  1.26  1.94  -0.39
H  2.01  0.33  0.24

---

Arrangement iv

# C5H8

A single C5H8 molecule (ωB97M-V/def2-TZVPD, OMol25).

Values from the calculation:
- HOMO: -9.9 eV
- Orbital gap: 11.1 eV
- SMILES: C#CC(C)C

Element x y z (Å)
C  -1.93  0.35  1.60
C  -0.93  0.30  0.92
C  0.30  0.22  0.11
C  0.85  -1.21  0.15
C  0.06  0.69  -1.34
H  -2.80  0.38  2.21
H  1.03  0.89  0.58
H  1.11  -1.51  1.16
H  0.11  -1.91  -0.24
H  1.75  -1.29  -0.48
H  0.91  1.27  -1.71
H  -0.84  1.31  -1.43
H  -0.08  -0.17  -2.01

---

Of them, arrangement iii has the lowest stability.

---

Arrangement i

# C7H11NO

A single C7H11NO molecule (ωB97M-V/def2-TZVPD, OMol25).

Values from the calculation:
- HOMO: -9.7 eV
- Orbital gap: 9.6 eV
- SMILES: [H]/N=C(\C)C(=O)C(=C)CC

Element x y z (Å)
H  3.33  0.44  0.90
N  2.48  0.77  0.43
C  1.43  0.33  1.05
C  1.52  -0.50  2.30
C  0.02  0.69  0.60
O  -0.81  0.89  1.48
C  -0.37  0.67  -0.84
C  0.46  1.08  -1.82
C  -1.78  0.23  -1.13
C  -1.96  -1.28  -0.95
H  1.35  0.13  3.17
H  0.78  -1.30  2.27
H  2.52  -0.95  2.38
H  1.46  1.45  -1.63
H  0.14  1.08  -2.86
H  -2.06  0.49  -2.16
H  -2.48  0.76  -0.48
H  -2.98  -1.57  -1.19
H  -1.28  -1.83  -1.61
H  -1.75  -1.58  0.08

---

Arrangement ii

# C7H11NO

A single C7H11NO molecule (ωB97M-V/def2-TZVPD, OMol25).

Values from the calculation:
- HOMO: -7.6 eV
- Orbital gap: 8.5 eV
- SMILES: CC(C)=N/C=C\C=C\O

Element x y z (Å)
C  1.12  -0.30  -1.16
C  1.17  -0.05  0.27
C  2.15  -0.98  1.09
N  0.57  0.86  0.95
C  -0.09  2.00  0.56
C  -1.36  2.05  0.16
C  -2.24  0.85  0.03
C  -1.78  -0.41  0.35
O  -2.54  -1.53  0.27
H  0.76  -1.30  -1.41
H  2.04  -0.14  -1.76
H  0.36  0.34  -1.58
H  1.72  -1.19  2.09
H  3.05  -0.39  1.32
H  2.41  -1.88  0.55
H  0.65  2.71  0.64
H  -1.82  2.99  -0.21
H  -3.22  0.89  -0.53
H  -0.78  -0.57  0.76
H  -3.37  -1.20  0.02

---

Arrangement iii

# C7H11NO

A single C7H11NO molecule (ωB97M-V/def2-TZVPD, OMol25).

Values from the calculation:
- HOMO (spin up / spin down): -8.2 / -8.2 eV
- Orbital gap (spin up / spin down): 7.6 / 7.6 eV
- SMILES: CC1=C(N=O)[C@@H]1C(C)C

Element x y z (Å)
C  -2.16  1.24  1.29
C  -1.42  0.22  0.58
C  -1.60  -0.49  -0.58
N  -2.17  -0.91  -1.59
O  -2.91  -1.85  -1.93
C  -0.23  0.35  -0.30
C  0.98  -0.55  -0.07
C  1.83  -0.78  -1.31
C  1.79  0.11  1.05
H  -1.43  1.92  1.88
H  -2.86  0.86  1.87
H  -2.59  1.91  0.56
H  0.05  1.14  -0.89
H  0.54  -1.49  0.29
H  2.12  0.18  -1.60
H  1.22  -1.11  -2.15
H  2.69  -1.49  -1.08
H  1.62  1.11  1.12
H  2.92  -0.07  0.87
H  1.62  -0.29  1.99

---

Of them, arrangement iii has the lowest stability.

---

Arrangement i

# C7H11NO

A 3-piece molecular cluster, C7H11NO overall (ωB97M-V/def2-TZVPD, OMol25).

Values from the calculation:
- HOMO (spin up / spin down): -6.0 / -6.3 eV
- Orbital gap (spin up / spin down): 6.6 / 6.9 eV

Element x y z (Å)
C  0.08  -0.60  -0.81
C  0.17  0.63  -0.27
C  0.13  0.51  -1.79
C  -2.52  0.35  1.24
C  -2.02  0.62  -0.17
N  0.02  -1.90  -0.64
C  2.40  0.18  -0.07
C  2.70  0.12  1.22
O  -2.69  1.10  -1.04
H  0.28  1.23  0.62
H  0.05  -2.51  -1.44
H  0.22  -2.29  0.26
H  -0.79  0.79  -2.30
H  1.05  0.65  -2.35
H  3.18  0.15  -0.83
H  -2.74  -0.72  1.30
H  -3.42  0.92  1.46
H  -1.74  0.56  1.97
H  3.72  0.06  1.62
H  1.93  0.16  1.99

---

Arrangement ii

# C7H11NO

A single C7H11NO molecule (ωB97M-V/def2-TZVPD, OMol25).

Values from the calculation:
- HOMO: -8.7 eV
- Orbital gap: 9.5 eV
- SMILES: O[C@@H]1C[C@H]2CN[C@H]3[C@@H]1[C@@H]23

Element x y z (Å)
O  2.92  -0.33  -0.36
C  1.55  0.07  -0.54
C  1.03  1.32  0.18
C  -0.33  0.87  0.26
C  -1.78  0.91  -0.05
N  -1.91  -0.41  -0.82
C  -1.00  -1.29  -0.10
C  0.62  -1.12  0.03
C  -0.31  -0.51  0.95
H  2.79  -1.13  0.43
H  1.44  0.28  -1.57
H  1.57  1.51  1.15
H  1.40  2.18  -0.55
H  -0.33  0.65  -0.88
H  -2.30  0.97  0.87
H  -2.02  1.65  -0.86
H  -2.90  -0.72  -0.73
H  -1.22  -2.39  0.05
H  1.10  -2.00  0.50
H  -0.31  -0.52  2.04

---

Arrangement iii

# C7H11NO

A single C7H11NO molecule (ωB97M-V/def2-TZVPD, OMol25).

Values from the calculation:
- HOMO: -10.0 eV
- Orbital gap: 10.6 eV
- SMILES: C#C[C@@H](C)[C@@H](C)C(N)=O

Element x y z (Å)
C  -0.91  -2.49  -0.27
C  -0.54  -1.38  -0.52
C  -0.14  0.05  -0.88
C  -1.27  0.81  -1.55
C  0.39  0.69  0.42
C  -0.70  0.97  1.47
C  1.46  -0.25  1.04
N  2.45  -0.71  0.19
O  1.60  -0.38  2.25
H  -1.17  -3.48  0.05
H  0.67  -0.03  -1.61
H  -2.25  0.52  -1.16
H  -1.15  1.89  -1.43
H  -1.28  0.61  -2.63
H  0.88  1.63  0.16
H  -0.40  1.79  2.12
H  -0.88  0.10  2.11
H  -1.67  1.24  1.04
H  2.76  -0.04  -0.50
H  2.16  -1.53  -0.33

---

Of them, arrangement i has the lowest stability.

---

Arrangement i

# C4H7N4

A 2-piece molecular cluster, C4H7N4 overall (ωB97M-V/def2-TZVPD, OMol25).

Values from the calculation:
- HOMO (spin up / spin down): -12.7 / -12.7 eV
- Total charge: +1
- Orbital gap (spin up / spin down): 7.4 / 7.4 eV

Element x y z (Å)
C  1.14  1.04  0.32
C  1.77  -1.06  -0.10
C  0.63  -0.33  0.24
C  -2.09  -0.06  -0.60
N  2.38  1.10  -0.08
N  2.73  -0.22  -0.31
N  -2.81  0.63  0.15
N  -0.62  -0.68  0.68
H  0.46  1.98  0.55
H  1.94  -2.16  -0.34
H  -2.03  -0.05  -1.76
H  3.69  -0.32  -0.49
H  -3.34  1.51  -0.14
H  -2.88  0.31  1.13
H  -0.95  -1.70  0.75

---

Arrangement ii

# C4H7N4

An isolated ion of composition C4H7N4 and charge +1 (ωB97M-V/def2-TZVPD, OMol25).

Values from the calculation:
- HOMO (spin up / spin down): -12.5 / -12.5 eV
- Total charge: +1
- Orbital gap (spin up / spin down): 6.4 / 6.3 eV

Element x y z (Å)
C  1.88  0.24  0.25
C  -1.62  -0.31  0.73
C  -0.33  1.02  -0.59
C  -0.50  -0.32  -1.17
N  1.05  1.13  -0.16
N  1.87  -1.03  0.27
N  -1.22  0.93  0.56
N  -1.19  -1.07  -0.29
H  2.76  0.82  0.60
H  -2.20  -0.68  1.56
H  -0.53  1.90  -1.21
H  0.03  -0.73  -2.00
H  2.68  -1.54  0.59
H  -1.35  1.69  1.22
H  -1.34  -2.06  -0.38

---

Arrangement iii

# C4H7N4

A 2-piece molecular cluster, C4H7N4 overall (ωB97M-V/def2-TZVPD, OMol25).

Values from the calculation:
- HOMO: -14.9 eV
- Total charge: +1
- Orbital gap: 10.5 eV

Element x y z (Å)
C  -2.30  1.67  0.16
C  -2.37  0.28  0.03
C  1.89  1.35  -0.03
C  0.54  0.91  -0.43
N  -2.37  2.80  0.36
N  -3.44  -1.84  -0.28
N  -3.03  -0.65  -0.17
N  -0.28  0.27  0.34
H  2.62  0.56  -0.36
H  2.01  2.38  -0.30
H  1.88  1.25  0.99
H  0.19  1.09  -1.48
H  -2.94  -2.67  -0.09
H  -4.35  -2.09  -0.47
H  -0.06  0.16  1.29

---

Arrangement iv

# C4H7N4

An isolated ion of composition C4H7N4 and charge +1 (ωB97M-V/def2-TZVPD, OMol25).

Values from the calculation:
- HOMO (spin up / spin down): -12.8 / -12.8 eV
- Total charge: +1
- Orbital gap (spin up / spin down): 7.8 / 7.8 eV

Element x y z (Å)
C  0.58  1.17  -0.18
C  -0.52  -0.22  2.28
C  0.23  0.23  -1.37
C  -0.80  -1.36  -0.10
N  1.74  1.13  0.35
N  -0.45  -0.36  1.12
N  2.75  1.17  0.83
N  -0.96  -0.58  -1.21
H  0.00  2.18  -0.12
H  -0.20  0.31  3.18
H  0.07  0.66  -2.27
H  0.95  -0.47  -1.58
H  0.14  -1.78  0.05
H  -1.61  -1.82  0.40
H  -1.92  -0.28  -1.39

---

Of them, arrangement iv has the lowest stability.